# 1
Below is 2 unconnected molecules or ions with the total composition C2H9NOS in a non-equilibrium geometry, with properties calculated with ωB97M-V/def2-TZVPD.

Geometry (Å):
N: 1.39826 0.84633 0.46793
C: 1.73292 0.57597 -0.90249
O: 0.65888 -0.11784 -1.47084
H: 1.69656 1.76179 0.77367
H: 0.39632 0.79447 0.58545
H: 1.90634 1.46662 -1.51956
H: 2.63453 -0.03438 -0.99041
H: 1.02416 -0.89048 -1.84632
C: -2.24440 -0.45301 0.56198
S: -1.58521 -1.92437 1.43791
H: -3.30314 -0.46039 0.81476
H: -1.87929 0.42904 1.04701
H: -2.10111 -0.53635 -0.50136
H: -0.33484 -1.45742 1.54226

Kohn-Sham gap: 9.77 eV
highest occupied orbital energy: -8.9 eV

---

# 2
Below is 12 unconnected molecules or ions with the total composition C72H162N6O12 in a non-equilibrium geometry, with properties calculated with ωB97M-V/def2-TZVPD.

Geometry (Å):
C: -3.97913 8.63368 -7.21597
C: -4.66947 9.30127 -8.46258
C: -6.04066 9.67659 -8.01823
C: -3.88566 10.62226 -8.73301
C: -2.51973 10.40526 -9.37742
C: -2.75762 9.68874 -10.62917
C: -3.43887 8.25397 -10.38869
C: -3.83286 7.71713 -11.81654
C: -2.46698 7.26514 -9.68295
N: -4.69112 8.39122 -9.63001
O: -5.27374 7.21326 -9.33010
H: -2.89811 8.49448 -7.20600
H: -4.11899 9.28824 -6.35569
H: -4.41550 7.65532 -7.01476
H: -6.03762 10.41744 -7.21870
H: -6.58073 10.01907 -8.90092
H: -6.67571 8.87265 -7.64611
H: -4.46429 11.35869 -9.29064
H: -3.62880 11.10588 -7.79055
H: -2.15845 11.40707 -9.60971
H: -1.80033 9.84509 -8.78012
H: -1.78134 9.71770 -11.11306
H: -3.43124 10.32785 -11.20002
H: -4.50729 6.86147 -11.78374
H: -2.95610 7.41494 -12.38933
H: -4.31599 8.46065 -12.45046
H: -2.05556 7.56308 -8.71855
H: -1.60346 7.21691 -10.34637
H: -3.02528 6.34527 -9.50904
H: -6.09147 7.24398 -9.83206
C: 12.77885 -2.55935 -4.89447
C: 12.28565 -1.13422 -4.98349
C: 11.05064 -0.95452 -5.92950
C: 11.78138 -0.94818 -3.52974
C: 11.54968 0.47479 -3.19295
C: 12.81662 1.29112 -3.50069
C: 13.37536 1.18888 -4.93241
C: 12.54895 2.13861 -5.83380
C: 14.78108 1.77252 -4.78814
N: 13.40273 -0.24460 -5.33222
O: 13.88081 -0.53487 -6.57935
H: 13.04528 -2.86523 -5.90618
H: 13.71193 -2.77416 -4.37361
H: 12.04917 -3.30455 -4.57770
H: 10.37702 -0.12791 -5.70354
H: 11.45137 -0.75617 -6.92357
H: 10.41077 -1.83671 -5.90937
H: 10.79205 -1.38989 -3.41051
H: 12.43821 -1.54640 -2.89822
H: 10.67621 0.98902 -3.59387
H: 11.39573 0.42342 -2.11510
H: 13.59934 0.96459 -2.81599
H: 12.66849 2.31039 -3.14396
H: 11.50021 1.86222 -5.94272
H: 12.92623 2.01842 -6.84934
H: 12.72826 3.21316 -5.79794
H: 15.44995 1.26530 -4.09285
H: 14.77641 2.83316 -4.53692
H: 15.28059 1.67219 -5.75174
H: 14.80736 -0.69718 -6.38759
C: -0.58143 2.42632 -0.02597
C: -0.82205 0.96109 -0.40942
C: -1.79088 0.34248 0.53190
C: -1.47925 0.88093 -1.85837
C: -0.48640 1.12376 -3.02457
C: 0.64572 0.08895 -2.94712
C: 1.37414 0.11966 -1.58755
C: 2.10071 -1.25459 -1.65055
C: 2.34872 1.26349 -1.65212
N: 0.48965 0.17713 -0.44366
O: 1.17275 0.23665 0.77527
H: -0.27895 2.46929 1.02034
H: 0.28388 2.82473 -0.55570
H: -1.44437 3.08463 -0.12630
H: -2.81905 0.64117 0.32761
H: -1.80808 -0.72825 0.32855
H: -1.49339 0.27353 1.57825
H: -1.93854 -0.09591 -2.00978
H: -2.13586 1.75080 -1.87530
H: -1.06165 1.07098 -3.94890
H: -0.05255 2.12003 -3.11004
H: 1.34935 0.23864 -3.76602
H: 0.05547 -0.81014 -3.12415
H: 1.50927 -2.11909 -1.95210
H: 2.39017 -1.53858 -0.63879
H: 2.99622 -1.14672 -2.26255
H: 3.06129 1.14116 -2.46782
H: 3.00248 1.30248 -0.78082
H: 1.72962 2.14879 -1.79728
H: 1.56331 1.11361 0.77305
C: 9.29394 -6.14301 5.50991
C: 8.72958 -5.97776 6.97949
C: 7.87350 -4.70974 6.97575
C: 7.81080 -7.20467 7.28988
C: 7.42181 -7.32653 8.76898
C: 8.69548 -7.35862 9.65668
C: 9.70744 -6.17771 9.46817
C: 9.23557 -4.90954 10.21076
C: 11.08824 -6.64719 9.98560
N: 9.82739 -5.95668 7.97760
O: 11.08594 -5.63787 7.54458
H: 8.44532 -6.19085 4.82752
H: 9.84437 -5.26581 5.16985
H: 10.00264 -6.96779 5.43530
H: 8.58028 -3.89822 6.80254
H: 7.07680 -4.68773 6.23219
H: 7.36440 -4.45739 7.90594
H: 6.90988 -6.93737 6.73761
H: 8.20191 -8.14558 6.90282
H: 6.77731 -6.50139 9.07207
H: 6.82975 -8.23677 8.86397
H: 9.28156 -8.27325 9.56690
H: 8.42593 -7.26842 10.70897
H: 8.42702 -4.49656 9.60760
H: 10.03563 -4.17739 10.10138
H: 8.93365 -4.95885 11.25695
H: 11.77227 -5.81483 10.15110
H: 11.54506 -7.41560 9.36193
H: 10.91427 -7.02037 10.99485
H: 11.22361 -4.72336 7.80214
C: -0.49463 -9.47296 -9.30320
C: -1.19713 -9.49442 -7.98727
C: -0.48008 -8.43043 -7.08110
C: -2.65650 -9.02237 -8.36901
C: -3.63006 -9.30044 -7.28734
C: -3.60351 -10.79661 -6.83050
C: -2.20001 -11.26576 -6.38509
C: -1.84453 -10.56757 -5.04410
C: -2.33466 -12.86495 -6.27650
N: -1.23863 -10.85538 -7.46595
O: 0.03579 -11.46050 -7.36092
H: -1.11447 -9.99960 -10.02883
H: -0.49607 -8.50542 -9.80515
H: 0.49253 -9.92980 -9.37336
H: 0.43644 -8.93085 -6.76855
H: -0.32728 -7.50080 -7.62931
H: -0.91093 -8.26042 -6.09440
H: -2.65323 -7.93690 -8.46820
H: -3.01880 -9.50192 -9.27833
H: -3.38300 -8.67740 -6.42776
H: -4.61355 -8.89357 -7.52249
H: -3.98412 -11.30965 -7.71368
H: -4.40601 -10.89488 -6.09945
H: -2.27112 -9.59778 -4.78791
H: -0.76721 -10.40207 -5.05357
H: -2.00811 -11.16613 -4.14797
H: -1.44307 -13.39444 -5.94064
H: -2.40891 -13.34768 -7.25096
H: -3.20362 -13.06863 -5.65078
H: -0.09949 -12.03176 -8.12051
C: -13.23123 -0.45553 7.10930
C: -12.49340 0.47564 8.05829
C: -13.19689 1.84896 8.04219
C: -12.67816 -0.19870 9.44851
C: -11.66454 0.23045 10.47352
C: -10.22809 0.12373 9.96361
C: -10.06620 0.94450 8.70139
C: -10.02305 2.44391 9.10107
C: -8.67818 0.57349 8.22876
N: -11.09143 0.54497 7.68105
O: -10.98068 1.10400 6.47782
H: -14.23660 -0.66909 7.47225
H: -13.34752 -0.02730 6.11371
H: -12.66956 -1.38547 7.02082
H: -13.55671 2.26993 8.98103
H: -12.60680 2.62889 7.56095
H: -14.05770 1.77045 7.37816
H: -13.67418 0.03688 9.82340
H: -12.56159 -1.27818 9.35241
H: -11.87221 1.26963 10.72864
H: -11.72693 -0.24267 11.45350
H: -9.98014 -0.93075 9.84234
H: -9.67366 0.54378 10.80281
H: -9.19625 2.65794 9.77834
H: -10.84333 2.80432 9.72183
H: -9.92337 3.04864 8.19971
H: -8.47896 1.19448 7.35538
H: -8.60726 -0.43114 7.81188
H: -7.95452 1.01892 8.91142
H: -10.75604 0.32099 5.96986
C: -0.55384 -7.91821 4.51185
C: -0.14597 -6.70313 3.67580
C: -0.70835 -6.85831 2.29524
O: -0.68396 -5.50089 4.22130
H: -0.29108 -7.80497 5.56363
H: -0.20593 -8.87554 4.12381
H: -1.63798 -7.80793 4.53622
H: 0.92915 -6.55738 3.78057
H: -1.76008 -7.14282 2.32706
H: -0.18898 -7.60908 1.69967
H: -0.68245 -5.92501 1.73276
H: -0.46818 -4.78108 3.62389
C: 5.98721 7.66167 -4.90140
C: 4.84229 8.68177 -4.82218
C: 4.31333 8.85485 -3.39968
O: 5.32043 9.90685 -5.31408
H: 6.90552 8.04991 -4.46087
H: 6.37604 7.48559 -5.90435
H: 5.81561 6.75703 -4.31807
H: 4.04962 8.34805 -5.49181
H: 3.85548 7.95258 -2.99423
H: 3.63430 9.70364 -3.31867
H: 5.14122 9.19892 -2.77975
H: 5.40249 9.87646 -6.27009
C: -2.28834 6.36246 9.00642
C: -2.36121 6.47255 7.50158
C: -3.26820 7.54890 6.91487
O: -1.05123 6.83671 7.13090
H: -2.03805 7.28942 9.52236
H: -1.53552 5.61187 9.24717
H: -3.20341 5.91598 9.39554
H: -2.55848 5.51088 7.02788
H: -2.95975 8.54637 7.22796
H: -4.32146 7.46349 7.18214
H: -3.18353 7.54675 5.82817
H: -1.10032 7.78920 7.02150
C: -9.72822 6.75782 1.53255
C: -10.65548 6.62077 0.37046
C: -9.94476 6.51858 -0.94546
O: -11.28278 5.39055 0.60482
H: -8.86730 6.13046 1.30161
H: -10.16041 6.48920 2.49647
H: -9.29751 7.75744 1.59057
H: -11.33593 7.47154 0.33465
H: -9.22007 5.70472 -0.96902
H: -9.40545 7.45108 -1.11189
H: -10.54058 6.37745 -1.84724
H: -10.95537 5.01164 1.42386
C: 6.65876 5.19030 7.06510
C: 5.79605 4.09453 6.41947
C: 5.05524 3.18653 7.42864
O: 4.88765 4.69564 5.52646
H: 7.39778 4.72048 7.71412
H: 6.02006 5.87240 7.62625
H: 7.20819 5.78278 6.33352
H: 6.41880 3.38091 5.88001
H: 5.69263 2.67226 8.14792
H: 4.45876 2.42401 6.92778
H: 4.45793 3.75504 8.14145
H: 4.13240 5.01977 6.02258
C: -10.36056 -3.09806 0.07492
C: -10.16533 -4.55032 -0.09842
C: -8.98848 -5.11915 0.74212
O: -11.31281 -5.23617 0.13744
H: -10.89091 -2.63085 -0.75486
H: -9.38510 -2.62257 0.17726
H: -10.91722 -2.85947 0.98118
H: -9.95842 -4.69008 -1.15944
H: -9.25947 -5.17306 1.79652
H: -8.08855 -4.50529 0.77969
H: -8.63976 -6.07137 0.34239
H: -11.79724 -5.30946 -0.68814

Kohn-Sham gap: 8.19 eV
highest occupied orbital energy: -7.7 eV

---

# 3
Below is a molecular structure, C27H21FeN13OP in a non-equilibrium geometry, with properties calculated with ωB97M-V/def2-TZVPD.

Geometry (Å):
Fe: -1.71462 -1.17084 0.79553
N: -4.77214 -0.97978 -1.06084
C: -3.72634 -1.60763 -1.67500
N: -3.80122 -2.16928 -2.87962
N: -2.58225 -2.64109 -3.10329
N: -1.80647 -2.39615 -2.10962
N: -2.48318 -1.73626 -1.16743
C: -4.76302 -0.48452 0.20908
N: -5.81161 0.09548 0.78792
N: -5.37579 0.45916 1.98686
N: -4.14510 0.13094 2.14875
N: -3.69636 -0.47670 1.04541
H: -5.65271 -0.97292 -1.54994
N: -1.55328 -3.06981 1.68061
C: -1.56963 -4.21242 1.92068
C: -1.50606 -5.54044 2.22484
C: -0.26210 -6.12114 2.47145
N: 0.76280 -6.60330 2.68868
C: -2.64803 -6.33766 2.28986
N: -3.56881 -7.02563 2.36342
C: -1.18088 0.64231 5.66135
C: -0.06009 1.01484 4.68741
C: -0.29383 0.44694 3.38584
N: -0.48179 -0.01460 2.35072
H: -0.96395 1.06316 6.64033
H: -1.25921 -0.43788 5.75156
H: -2.13512 1.02831 5.31229
H: 0.90444 0.65109 5.05992
H: 0.00440 2.10237 4.57885
O: -0.28610 0.20116 -0.51561
P: 0.90674 0.83392 -1.12063
C: 0.55706 2.48800 -1.78670
C: 0.11981 3.44277 -0.87332
C: -0.19972 4.71636 -1.30303
C: -0.09002 5.03748 -2.64892
C: 0.31056 4.07611 -3.56453
C: 0.63479 2.80029 -3.13612
C: 1.67176 -0.15968 -2.42623
C: 2.88977 0.23467 -2.97305
C: 3.49820 -0.55543 -3.92735
C: 2.88999 -1.73721 -4.32867
C: 1.67880 -2.12628 -3.78207
C: 1.06373 -1.34322 -2.81893
C: 2.23544 1.10149 0.09926
C: 2.47513 0.06322 0.99104
C: 3.47999 0.17672 1.93456
C: 4.25039 1.32992 1.98889
C: 4.01639 2.36435 1.09612
C: 3.01767 2.24873 0.14500
H: 0.04600 3.16706 0.17070
H: -0.53136 5.46200 -0.59389
H: -0.32725 6.03614 -2.98727
H: 0.37326 4.31946 -4.61617
H: 0.96057 2.04482 -3.83792
H: 3.35185 1.15481 -2.63820
H: 4.44526 -0.25306 -4.35367
H: 3.37292 -2.35646 -5.06923
H: 1.20988 -3.04670 -4.09751
H: 0.11305 -1.64495 -2.38859
H: 1.85101 -0.81930 0.93203
H: 3.66589 -0.63442 2.62430
H: 5.03537 1.42171 2.72756
H: 4.61866 3.26244 1.13389
H: 2.83650 3.05656 -0.55136

Kohn-Sham gap (alpha / beta): 6.68 / 6.70 eV
2S+1: 5
total charge: -1
highest occupied orbital energy (alpha / beta): -4.9 / -4.9 eV
⟨S²⟩: 6.009

---

# 4
Below is a gas-phase ion, C2H9N2 (charge +2) in a non-equilibrium geometry, with properties calculated with ωB97M-V/def2-TZVPD.

Geometry (Å):
N: -0.68728 1.30171 -0.84922
C: 0.22052 0.20985 -1.02869
C: 0.15098 -0.93174 0.03198
N: 0.07528 -0.44764 1.51921
H: -0.26411 2.21984 -0.60977
H: -0.13339 0.54794 1.52274
H: -1.36655 1.51413 -1.59659
H: 1.24495 0.61068 -0.99503
H: 0.11596 -0.30811 -1.97939
H: 0.99416 -1.61057 0.00070
H: -0.76085 -1.49778 -0.08683
H: 0.97478 -0.57470 2.00096
H: -0.56444 -1.03362 2.06993

Kohn-Sham gap (alpha / beta): 14.88 / 9.38 eV
2S+1: 2
total charge: +2
highest occupied orbital energy (alpha / beta): -23.2 / -23.5 eV
⟨S²⟩: 0.754

---

# 5
Below is a single FH3N2OS molecule in a non-equilibrium geometry, with properties calculated with ωB97M-V/def2-TZVPD.

Geometry (Å):
N: 0.55567 -0.48245 1.28553
N: -0.07554 0.73419 0.34797
F: 1.20885 1.53019 0.23420
O: -0.25009 0.29129 -0.86671
S: -1.58468 0.79707 -1.76817
H: 0.57693 0.06072 2.23854
H: 1.47983 -0.45311 0.96412
H: -0.90085 1.84149 -2.49938

Kohn-Sham gap: 10.24 eV
highest occupied orbital energy: -10.2 eV

---

# 6
Below is a single C9H13B molecule in a non-equilibrium geometry, with properties calculated with ωB97M-V/def2-TZVPD.

Geometry (Å):
B: 0.44575 -0.45826 1.19140
C: -1.81680 1.63494 0.76187
C: -2.98615 1.77204 1.31721
C: 0.48339 1.00083 1.84453
C: -0.47937 -0.39793 -0.09985
C: -0.28748 1.87126 0.87683
C: -0.84059 1.07054 -0.26329
C: 1.51227 -1.50732 1.53448
C: -0.59158 -0.66925 -2.64880
C: 0.27331 -0.79180 -1.31936
H: 0.00326 0.91250 2.75163
H: 1.46203 1.35300 1.86880
H: -1.54032 -0.88189 -0.16090
H: 0.10019 2.90583 0.56031
H: -0.77319 1.38478 -1.25346
H: 1.33984 -2.61828 1.27223
H: 1.95938 -1.42036 2.55887
H: 2.36476 -1.20094 0.95400
H: -1.65376 -1.03910 -2.44007
H: -0.16600 -1.24195 -3.60235
H: -0.75211 0.33372 -2.91392
H: 1.20601 -0.22159 -1.52582
H: 0.73715 -1.79078 -1.26436

Kohn-Sham gap: 9.61 eV
highest occupied orbital energy: -9.6 eV

---

What are the M values for these records? In order: 95.2, 1304.1, 630.4, 61.1, 98.1, 132.0 g/mol.
What are the relative energy (zero: lowest compared OMol25 entry of this formula, charge and spin) values for these records? In order: 0.622, 7.331, 1.017, 0.851, 4.035, 3.845 eV.